# C52H143N5O33

17 unconnected molecules or ions with the total composition C52H143N5O33 in a non-equilibrium geometry (wB97M-V/def2-TZVPD, the Open Molecules 2025 dataset).

Geometry as ORCA input:
```
! RIJCOSX wB97M-V def2-TZVPD def2/J DEFGRID3
* xyz 0 1
O -2.165 3.431 0.347
O 4.199 0.056 3.976
O 3.277 -1.161 -7.167
O -5.701 -6.608 2.689
O 3.165 6.921 1.362
O -7.197 -4.382 1.255
O 3.935 3.999 0.408
O 2.239 3.528 -6.984
O -4.475 -0.034 7.913
O 0.295 2.400 -0.949
O 11.847 -0.101 -1.740
O 0.623 -3.104 -4.142
O -0.408 -2.402 -1.446
O -0.515 5.622 -0.993
O 5.270 6.286 -0.267
O 5.583 0.701 -2.229
O -6.093 -1.758 2.954
O -2.737 -2.761 0.884
O -2.671 3.053 3.009
O -2.062 -7.309 0.165
O 2.025 -3.706 -1.505
O 5.951 -0.833 1.794
O -0.282 -6.146 4.206
O -7.765 2.644 0.845
O -3.547 0.975 -3.425
O -5.454 -5.734 -0.664
O 0.275 4.792 4.335
O -4.913 -6.522 -3.458
O -3.318 -4.229 4.853
O 3.825 -1.008 0.068
O 4.299 4.877 -2.751
O -0.059 -6.386 -1.433
O -0.103 -2.226 4.524
N -2.894 -1.502 6.200
N -1.211 0.006 -0.058
N -6.212 2.331 -1.321
N 8.313 0.836 -1.755
N 0.729 0.999 -6.827
C 4.549 1.619 -1.961
C -4.269 -7.072 -2.294
C 5.877 0.492 2.275
C 10.568 0.016 -1.166
C -1.155 -2.388 -2.644
C -5.214 -7.050 -1.130
C -8.878 3.204 1.468
C 3.028 -2.725 -1.429
C 0.260 2.340 -6.517
C 12.796 -0.563 -0.811
C 0.878 1.144 -0.590
C -5.156 0.813 8.804
C 9.625 0.449 -2.282
C -5.384 1.334 -1.991
C -1.347 5.697 0.172
C 1.070 2.997 -1.961
C 2.678 5.624 1.768
C -0.634 -3.434 -3.611
C 2.230 -0.918 -6.250
C -2.503 4.763 0.002
C -2.042 -0.511 1.030
C 6.092 0.114 -1.048
C 7.502 -0.331 -1.340
C -1.016 -1.131 4.618
C 0.071 0.483 0.470
C 4.504 0.816 2.805
C -0.467 3.874 3.558
C -4.173 0.600 6.692
C -1.212 -5.372 4.971
C -6.676 3.517 0.743
C 3.235 -0.358 -8.303
C -2.452 1.476 -4.129
C 2.688 4.628 0.649
C -3.703 -3.658 0.428
C 0.526 -2.291 3.287
C 5.424 5.707 -2.575
C -4.254 1.982 -2.735
C -0.468 -5.599 -0.301
C -5.614 2.831 -0.095
C 3.351 4.204 -6.468
C -2.318 -4.843 4.078
C -3.135 -1.436 0.532
C -7.296 -4.760 2.607
C -1.520 -1.078 6.054
C 1.856 0.535 -6.009
C 1.253 3.316 -6.020
C 5.182 6.809 -1.598
C -3.835 -0.489 5.656
C -6.015 -5.301 3.183
C 3.410 -2.370 -0.002
C -1.011 -6.514 0.764
C -1.956 4.090 3.647
H 1.891 1.317 -0.227
H 3.386 7.436 2.144
H 6.135 1.205 1.488
H -2.232 3.988 4.703
H -0.130 1.214 1.270
H -1.204 -4.857 -0.633
H -4.734 2.652 -3.466
H -0.721 -4.600 5.563
H -5.071 0.411 9.812
H -1.321 -0.072 6.466
H 4.163 1.974 -2.920
H 12.840 0.132 0.042
H -4.041 -3.407 -0.585
H -2.854 4.814 -1.037
H -0.788 -1.705 -0.843
H 6.084 0.829 -0.214
H -6.958 4.500 0.340
H -2.770 -5.673 3.528
H -1.858 -1.428 3.969
H -6.731 -1.981 2.265
H -2.752 2.037 -5.027
H -2.463 3.099 2.047
H -1.497 -5.911 1.544
H 10.575 0.855 -0.456
H -5.681 -5.165 -1.409
H -2.975 -3.395 5.233
H 2.211 -0.134 -8.627
H -5.321 -1.445 2.475
H 1.335 -1.487 -6.569
H -6.004 0.844 -2.746
H 3.888 -3.061 -2.017
H -3.335 5.093 0.623
H 0.409 -5.042 0.023
H 2.051 3.783 0.933
H -4.827 3.565 -0.265
H -5.023 1.181 6.319
H -1.662 0.774 -0.542
H -4.801 -0.916 5.376
H 3.836 -0.819 -9.080
H 2.731 1.175 -6.119
H -1.721 6.725 0.246
H 0.647 -0.367 0.840
H 1.644 5.745 2.124
H 0.917 2.420 -2.890
H 1.185 -2.935 -3.371
H -2.242 5.065 3.244
H 4.212 7.278 -1.774
H -0.249 -7.131 1.239
H 0.738 4.267 -5.798
H 3.228 5.236 2.633
H -1.377 3.164 -0.163
H -1.424 -0.969 1.790
H 4.938 2.519 -1.472
H -3.257 -1.358 -0.552
H 2.482 -1.374 -5.293
H -4.774 -7.102 -4.209
H 4.011 3.563 -5.870
H 2.141 2.972 -1.758
H -6.172 -5.421 4.267
H -5.197 2.075 0.601
H -3.860 -8.072 -2.469
H -8.979 4.272 1.258
H -1.901 -4.161 3.318
H 4.685 0.444 4.710
H 6.634 0.651 3.058
H -0.225 -2.322 2.486
H 3.036 5.071 -5.872
H -0.664 2.348 -5.911
H -3.312 1.273 6.827
H -1.690 -6.064 5.683
H -1.826 2.165 -3.537
H -6.643 -5.033 0.789
H -0.573 -4.397 -3.078
H 10.228 -0.917 -0.707
H 1.687 3.000 -5.061
H 4.462 1.895 3.003
H -0.211 2.827 3.781
H -0.781 5.440 1.076
H 5.460 -0.743 -0.787
H 7.476 -1.089 -2.146
H 2.746 -1.795 -1.960
H 0.930 0.493 -1.475
H -9.766 2.702 1.077
H 4.478 6.602 0.217
H 1.194 -1.432 3.126
H 10.026 1.344 -2.758
H -7.099 1.923 -1.049
H -6.146 -7.537 -1.459
H 2.169 5.085 -0.212
H 3.665 0.646 -8.124
H -8.863 3.019 2.548
H -0.180 2.782 -7.430
H -4.058 -1.291 1.104
H 7.745 1.267 -2.480
H 1.198 -3.251 -1.220
H 3.938 4.559 -7.317
H 0.622 3.964 -2.178
H 4.004 4.581 -1.877
H 7.966 -0.762 -0.449
H -3.414 0.033 4.792
H -4.550 -3.656 1.122
H -4.857 -6.593 2.236
H 5.495 -1.369 2.461
H 1.543 0.586 -4.943
H 3.753 0.588 2.046
H 6.347 5.187 -2.277
H 5.674 6.158 -3.540
H 12.528 -1.557 -0.444
H 3.752 1.162 -1.365
H 4.166 -3.081 0.350
H 13.767 -0.542 -1.294
H -8.075 -5.524 2.706
H -0.002 6.428 -1.088
H 1.094 -3.216 3.214
H 2.512 -2.519 0.620
H -3.378 -6.459 -2.101
H -0.545 -0.208 4.269
H -3.611 2.595 -2.087
H -1.818 0.645 -4.442
H -5.159 -4.619 3.145
H 0.050 4.637 5.259
H -5.023 0.555 -1.312
H 4.667 4.636 0.276
H 0.574 -6.161 4.637
H -3.281 -4.659 0.358
H -3.181 -1.551 7.175
H -0.115 3.945 2.516
H 9.472 -0.320 -3.057
H -2.481 0.391 1.488
H -7.531 -3.858 3.173
H 4.647 -0.922 0.598
H -4.719 1.818 8.802
H -0.016 0.319 -6.779
H -0.866 -1.736 6.635
H -1.352 -3.566 -4.419
H -2.237 -2.568 -2.529
H -1.044 -1.421 -3.165
H -2.671 -7.569 0.858
H -6.276 3.686 1.757
H -6.220 0.866 8.550
H -0.816 -6.946 -1.644
H 5.964 7.573 -1.661
H -4.868 -7.655 -0.293
*
```

## Properties
- orbital gap (eV) = 8.21
- electronic energy (eV) = -131249.5915
- highest occupied orbital energy (eV) = -8.28


# C52H147N13O15

15 unconnected molecules or ions with the total composition C52H147N13O15 in a non-equilibrium geometry (wB97M-V/def2-TZVPD, the Open Molecules 2025 dataset).

Geometry as ORCA input:
```
! RIJCOSX wB97M-V def2-TZVPD def2/J DEFGRID3
* xyz 0 1
O 1.369 -0.306 5.207
O -2.597 1.401 -2.240
O 3.267 3.980 0.927
O 5.301 0.224 -3.890
O 4.379 0.106 1.992
O -1.963 -4.319 -3.747
O -5.388 -1.742 0.043
O -2.210 -3.203 5.639
O 2.473 -2.918 4.685
O -0.431 -1.167 -7.053
O -4.734 0.677 -8.027
O 2.510 3.616 -3.478
O -0.042 -0.459 0.813
O -3.588 2.614 2.308
O -1.086 2.698 6.216
N 1.223 5.533 6.824
N -2.774 3.989 -1.083
N 0.465 -3.112 -3.964
N -0.649 -0.860 -2.188
N -2.297 1.388 -5.405
N -7.814 -4.582 -0.053
N 2.863 1.938 4.840
N 6.046 6.090 1.785
N 8.090 0.694 -3.982
N 2.918 -2.342 7.566
N -2.769 -6.841 5.025
N -0.089 -6.473 -2.719
N -1.190 3.714 -3.858
C -2.815 5.210 1.030
C 0.641 -0.310 -7.496
C 4.487 -0.959 -3.771
C 3.391 3.938 -2.421
C 1.300 0.395 -2.689
C 3.895 5.136 1.342
C 0.167 4.566 7.110
C -0.876 -5.913 6.331
C -3.229 1.783 -6.411
C 0.361 0.386 -0.279
C 7.269 1.438 -3.000
C 3.849 1.331 3.999
C -3.994 -1.707 0.221
C 5.974 3.724 1.948
C -3.581 0.472 -7.189
C 0.646 -0.427 -1.571
C -0.861 5.326 7.897
C -7.881 -3.028 1.520
C 1.637 -2.985 3.480
C -0.486 3.918 5.868
C 6.951 2.724 -3.673
C -3.811 2.833 0.891
C -2.468 -1.980 5.086
C 1.827 4.115 0.915
C -3.126 -3.623 -3.297
C 5.420 4.922 1.215
C -2.792 2.984 -7.249
C 2.425 -4.678 8.119
C -0.934 -6.542 -3.907
C 1.170 3.950 -3.139
C -1.893 2.160 5.130
C 0.647 -2.703 -5.364
C -2.376 -4.414 4.827
C 0.283 4.627 -5.576
C -4.644 1.886 2.892
C 4.568 0.328 4.861
C 0.188 -3.863 -6.300
C -5.165 -0.574 -8.597
C -2.334 -5.703 5.772
C -2.646 3.818 0.382
C 2.807 -3.680 6.993
C -5.851 -3.117 -0.053
C -0.453 0.273 1.944
C -2.184 -5.723 -3.770
C 5.969 0.648 -2.724
C 3.312 0.816 2.657
C -7.366 -3.225 0.136
C 1.918 -3.676 5.761
C -0.292 -1.499 -5.660
C -1.210 -8.045 -4.112
C 3.949 -0.298 0.666
C 0.188 3.695 -4.359
H -3.575 -2.254 1.066
H -3.608 -2.095 -0.721
H -1.196 -0.083 -2.530
H 3.112 -0.996 0.645
H 7.031 6.177 1.580
H -0.102 -6.161 5.605
H 3.967 -0.870 -2.817
H -3.170 -2.086 4.259
H 0.807 3.386 -2.279
H -1.412 5.949 7.193
H -1.500 0.862 -5.735
H -2.748 0.065 -7.761
H -3.656 -0.673 0.167
H 5.090 -1.860 -3.666
H 3.612 5.479 2.337
H 2.245 0.877 -2.439
H 1.158 -1.351 -1.306
H 3.321 4.947 -2.015
H 3.803 -4.005 6.691
H 5.942 2.806 -4.076
H 1.459 4.943 0.308
H 3.799 -2.134 8.013
H -1.777 3.280 -4.556
H 5.316 -0.203 4.273
H 0.400 -2.304 -3.362
H -0.098 -0.580 -5.107
H 2.807 -1.722 6.777
H -2.646 5.213 2.107
H -3.817 -0.325 -6.484
H -2.277 1.221 5.529
H 1.985 -2.283 2.722
H -0.292 -8.584 -4.346
H 3.074 3.359 -1.553
H 4.050 -0.437 5.439
H 5.369 1.290 -2.079
H -1.296 -1.735 -5.307
H -6.108 -0.380 -9.108
H -0.397 5.467 -5.431
H -1.689 -8.416 -3.206
H 5.716 4.874 0.167
H -0.413 -7.019 -1.934
H 0.315 0.896 2.403
H -0.940 -6.623 7.156
H -5.605 2.310 2.603
H -3.764 4.115 -1.240
H -3.749 1.904 0.325
H -1.306 3.014 -3.139
H 1.061 6.029 5.960
H -3.477 1.066 -2.067
H 5.139 0.789 5.667
H 4.393 3.753 -2.807
H -1.191 -1.225 -1.418
H 2.821 -4.383 9.091
H -1.529 4.652 8.434
H 1.402 4.207 1.914
H -2.676 0.858 -4.634
H 5.423 2.813 1.714
H 3.488 5.888 0.666
H 2.853 1.611 2.068
H -1.910 -8.134 -4.943
H 1.101 5.006 -2.878
H 1.934 -0.985 4.839
H 5.979 5.914 2.777
H 1.380 -0.178 -3.612
H -2.761 -2.620 -3.076
H -2.086 5.876 0.568
H 6.949 3.481 -2.888
H -7.530 -3.792 2.214
H -0.354 5.974 8.612
H 2.462 0.172 2.884
H 3.844 -1.018 -4.650
H -5.462 -1.285 -7.825
H -1.548 -1.494 4.762
H -3.941 -3.570 -4.019
H -1.290 0.927 1.697
H -2.623 3.907 -6.694
H -0.541 -6.096 -4.821
H 1.521 -0.953 -7.495
H -2.580 2.261 -1.818
H -3.813 5.645 0.975
H 0.248 3.738 5.083
H 6.978 3.478 1.602
H -2.880 -5.996 -4.564
H 1.241 5.138 -5.668
H 1.807 -4.711 5.438
H -2.771 2.780 4.950
H 3.275 2.349 5.666
H 0.463 2.703 -4.716
H -4.073 2.035 -5.769
H -3.504 -4.003 -2.348
H 3.698 0.539 0.015
H 0.428 0.163 -8.455
H 7.906 1.666 -2.146
H 1.783 0.517 4.947
H -3.485 -6.535 4.382
H -5.422 -3.789 0.690
H 7.716 -0.243 -3.927
H -1.268 2.046 4.245
H 0.920 -3.328 6.027
H -1.145 4.671 5.435
H 7.612 0.996 -4.818
H -0.466 -3.407 -3.705
H 4.585 2.089 3.733
H -0.067 -5.514 -2.403
H -3.274 -4.428 4.209
H -4.482 -1.016 -9.322
H -2.596 -6.048 -2.815
H 2.684 -5.707 7.872
H 0.641 1.254 -2.815
H 7.549 3.209 -4.444
H -3.009 -5.530 6.611
H -4.692 0.915 2.399
H -7.827 -2.510 -0.545
H 0.635 -2.689 3.793
H -0.886 -3.953 -6.139
H -1.828 2.675 -7.652
H 0.759 0.423 -6.698
H 1.338 -4.630 8.190
H -5.473 -3.594 -0.958
H 1.575 -3.991 3.066
H -4.822 3.199 0.708
H -0.469 -5.074 6.895
H -8.965 -2.913 1.490
H 1.660 -2.375 -5.594
H 4.744 -0.797 0.113
H -0.351 1.167 -0.547
H 6.061 -0.233 -2.088
H -1.626 3.473 0.553
H -7.567 -2.062 1.915
H -2.322 4.797 -1.486
H -1.617 -4.438 4.045
H -7.839 -4.759 -1.047
H -7.065 -5.186 0.252
H -2.994 -1.390 5.835
H -3.323 -7.328 5.715
H -4.541 1.757 3.969
H 1.061 6.205 7.561
H 2.451 2.737 4.379
H -3.520 3.117 -8.050
H 0.612 3.785 7.726
H 0.007 4.066 -6.470
H 0.294 -3.641 -7.362
H 1.411 3.217 0.459
H -0.718 -0.529 2.633
H 5.913 3.801 3.034
H 0.718 -4.788 -6.073
H 1.189 1.010 0.057
*
```

## Properties
- orbital gap (eV) = 8.55
- electronic energy (eV) = -106381.0244
- energy relative to the best compared isomer or geometry (same formula, charge and spin) (kJ/mol) = 460.1
- highest occupied orbital energy (eV) = -8.45